(1)
138
Properties=species:S:1:pos:R:3:lowdin_spin:R:1 method="wB97M-V/def2-TZVPD" charge=-2 spin_multiplicity=6
Mn 0.21050 0.16523 0.12102 4.7779
C -2.96521 -4.23262 -2.13602 0.0000
C -1.80765 -3.88955 -1.25312 0.0001
C -0.80840 -4.74026 -0.86128 0.0008
C 0.05047 -3.97431 -0.05337 0.0011
N -0.38621 -2.70994 0.00581 0.0157
N -1.53682 -2.67743 -0.72340 0.0010
B -2.54563 -1.51685 -0.69045 0.0015
N -2.33193 -0.38801 -1.72703 0.0025
N -1.58945 0.74483 -1.52969 0.0219
C -1.97816 1.61324 -2.47492 0.0025
C -2.92442 1.00257 -3.31723 0.0011
C -3.12211 -0.25343 -2.81364 0.0009
C -4.01561 -1.30341 -3.39200 0.0002
C -1.64201 3.08249 -2.63724 0.0001
C -2.94721 3.87197 -2.44331 0.0000
C -1.14160 3.33111 -4.06959 0.0000
C -0.62528 3.58329 -1.62697 -0.0002
N -2.71304 -0.93042 0.72845 0.0023
N -2.01545 0.13308 1.21010 0.0205
C -2.66986 0.57334 2.28469 0.0028
C -3.77786 -0.25901 2.52857 0.0010
C -3.76806 -1.19694 1.52054 0.0013
C -4.72582 -2.32516 1.31298 0.0003
C -2.37980 1.88318 2.99141 0.0001
C -0.92528 2.00819 3.45377 -0.0001
C -2.67904 3.00868 1.98544 0.0000
C -3.29885 2.03004 4.20731 0.0000
C 1.25898 -4.59563 0.61042 0.0000
C 2.33027 -4.78679 -0.47387 0.0000
C 0.87259 -5.97338 1.17213 0.0000
C 1.80521 -3.76734 1.76470 -0.0001
H -3.13322 -5.30897 -2.09708 0.0000
H -3.87984 -3.72579 -1.83255 0.0000
H -2.75455 -3.96112 -3.17322 0.0000
H -0.73082 -5.78429 -1.11825 0.0001
H -3.60098 -1.99985 -0.97663 0.0001
H -3.42549 1.42693 -4.17207 0.0002
H -4.65531 -0.84244 -4.14414 0.0000
H -3.42656 -2.08323 -3.87918 0.0000
H -4.64620 -1.77435 -2.63884 0.0000
H -3.69817 3.59587 -3.18803 0.0000
H -3.36272 3.67935 -1.45125 0.0000
H -2.74675 4.94357 -2.53082 0.0000
H -1.89735 3.05078 -4.80935 0.0000
H -0.90872 4.39205 -4.20315 0.0000
H -0.24795 2.74519 -4.25742 0.0000
H -1.01679 3.56148 -0.61256 -0.0001
H 0.26750 2.96546 -1.64078 0.0000
H -0.33955 4.61453 -1.85250 0.0000
H -4.50491 -0.19141 3.32071 0.0002
H -5.32872 -2.44737 2.21224 0.0001
H -5.39828 -2.13423 0.47285 0.0000
H -4.19737 -3.25998 1.11662 0.0000
H -0.75035 1.45846 4.38092 0.0000
H -0.66848 3.05681 3.62304 0.0000
H -0.25108 1.62343 2.69674 -0.0001
H -1.89508 3.03709 1.22750 0.0000
H -3.64452 2.84877 1.49547 0.0000
H -2.69746 3.97679 2.49378 0.0000
H -3.19954 1.17212 4.87726 0.0000
H -3.01694 2.92681 4.76337 0.0000
H -4.34876 2.12338 3.91309 0.0000
H 1.94978 -5.41257 -1.28636 0.0000
H 2.61430 -3.82058 -0.88717 0.0000
H 3.22448 -5.25772 -0.05377 0.0000
H 0.59108 -6.68152 0.38776 0.0000
H 1.72833 -6.38413 1.71434 0.0000
H 0.03618 -5.88161 1.86838 0.0000
H 1.81299 -2.71088 1.52723 -0.0002
H 2.82294 -4.07895 2.00133 0.0000
H 1.20042 -3.90771 2.66224 0.0000
C 5.70795 2.42735 -2.06537 0.0001
C 5.17882 1.68230 -3.28902 0.0001
N 3.72990 1.55855 -3.38241 0.0015
C 3.02903 2.52629 -4.18964 0.0002
C 3.06989 3.93439 -3.59652 0.0000
C 3.08511 0.54659 -2.71019 0.0015
S 1.54691 -0.00752 -3.16219 0.0080
N 3.85220 -0.03243 -1.78788 0.0034
C 3.39167 -0.66960 -0.71298 0.0044
O 2.24333 -0.67990 -0.22207 0.0276
C 4.51796 -1.41947 -0.04224 0.0007
C 4.76791 -1.29586 1.31720 0.0003
C 5.82775 -1.98616 1.89288 0.0000
C 6.63337 -2.80999 1.12014 0.0002
C 6.40062 -2.91561 -0.24659 0.0000
C 5.35464 -2.21490 -0.82453 0.0002
H 6.79765 2.51068 -2.12474 0.0000
H 5.44945 1.86244 -1.17358 0.0000
H 5.28164 3.42677 -1.97730 0.0000
H 5.58884 0.67198 -3.26251 0.0001
H 5.51417 2.17600 -4.20727 0.0000
H 2.00214 2.19062 -4.25128 0.0001
H 3.44860 2.53292 -5.20424 0.0000
H 2.73416 3.91168 -2.55829 0.0000
H 2.39696 4.58710 -4.15617 0.0000
H 4.07500 4.36122 -3.62976 0.0000
H 4.12809 -0.64962 1.91482 0.0002
H 6.02117 -1.88358 2.95482 0.0000
H 7.44804 -3.36247 1.57597 0.0000
H 7.04034 -3.53651 -0.86391 0.0000
H 5.16806 -2.27055 -1.88982 0.0000
O 0.27635 4.11705 1.22428 0.0088
C 1.11276 3.22074 1.08281 0.0093
O 0.87948 2.04189 0.64818 0.0527
C 2.55418 3.54280 1.43972 0.0015
C 2.80194 4.55253 2.36147 0.0004
C 4.10073 4.84338 2.75276 0.0001
C 5.16051 4.12551 2.21335 0.0001
C 4.91832 3.12706 1.28065 0.0000
C 3.61805 2.83650 0.89459 0.0002
H 1.95613 5.08718 2.77426 0.0000
H 4.28981 5.62403 3.48149 0.0000
H 6.17649 4.33832 2.52950 0.0000
H 5.74581 2.55976 0.87078 0.0000
H 3.40946 2.04751 0.18408 -0.0001
C 1.32302 -2.51303 8.58364 0.0000
C 1.49256 -1.91197 7.20948 -0.0001
C 0.50908 -2.03539 6.23787 0.0000
C 0.63275 -1.46326 4.97420 0.0002
C -0.48986 -1.62684 3.98674 -0.0001
C 1.79473 -0.72535 4.65115 0.0030
Se 1.99543 0.14352 2.96539 0.0175
C 2.80625 -0.61008 5.62981 0.0008
C 4.06111 0.17605 5.36094 0.0008
C 2.63706 -1.19748 6.87889 0.0002
H 0.34728 -2.99363 8.67733 0.0000
H 1.39719 -1.74763 9.36182 0.0000
H 2.09053 -3.26465 8.79320 0.0000
H -0.39519 -2.59342 6.47440 0.0000
H -1.35950 -2.09544 4.45670 0.0000
H -0.18435 -2.22893 3.12966 -0.0001
H -0.78083 -0.66432 3.57531 -0.0002
H 4.36334 0.06888 4.31878 0.0005
H 4.87274 -0.14886 6.01863 0.0001
H 3.88438 1.24418 5.52159 0.0001
H 3.42681 -1.08815 7.62096 0.0001

=====

(2)
136
Properties=species:S:1:pos:R:3:lowdin_charge:R:1 method="wB97M-V/def2-TZVPD" charge=0 de_lowest_kcal_mol=25.7
C 19.89008 -0.95153 -5.01157 -0.0932
C 20.33486 -0.97369 -6.45925 -0.2663
C 19.34317 -0.26052 -7.38760 -0.1957
C 18.02600 -0.90862 -7.57879 -0.2203
N 17.01406 -1.45711 -7.76188 0.1232
H 19.72039 0.08976 -4.73768 0.0770
H 20.65405 -1.45575 -4.41979 0.0523
H 18.93353 -1.47410 -5.01935 0.0694
H 20.41118 -1.97791 -6.87618 0.0870
H 21.31395 -0.51104 -6.58340 0.0677
H 19.72113 -0.11068 -8.39893 0.0797
H 19.13553 0.71708 -6.95254 0.1141
C 31.55659 -4.33083 -5.94377 -0.1198
C 31.97529 -4.19629 -7.40096 -0.2284
C 30.78024 -4.07151 -8.36954 -0.1648
C 29.57871 -3.42311 -7.83780 -0.1925
N 28.63378 -2.91168 -7.42778 0.1925
H 31.09290 -5.28998 -5.71329 0.0783
H 30.87904 -3.55818 -5.58042 0.0595
H 32.40701 -4.35142 -5.26224 0.0741
H 32.54726 -5.10657 -7.58081 0.1075
H 32.61640 -3.32161 -7.51059 0.1094
H 30.50315 -5.02019 -8.82924 0.1206
H 30.99093 -3.48064 -9.26093 0.1175
C 26.34419 2.13802 -10.98236 -0.1006
C 24.91180 2.29538 -10.48404 -0.2201
C 24.27696 0.89492 -10.16257 -0.1639
C 22.94761 0.85822 -9.65425 -0.2490
N 21.93651 0.87597 -9.17617 0.1925
H 26.71425 3.14163 -11.19193 0.0743
H 26.45510 1.52068 -11.87382 0.0676
H 26.88776 1.68500 -10.15326 0.0598
H 24.27832 2.86115 -11.16720 0.1087
H 24.99561 2.89070 -9.57482 0.0845
H 24.86083 0.35102 -9.42003 0.0987
H 24.23481 0.27225 -11.05622 0.1145
N 24.66545 0.91537 -3.90712 0.0383
C 23.38507 1.23165 -3.80718 -0.1786
C 23.21469 2.01265 -2.69359 -0.1244
C 24.44780 2.11392 -2.07361 -0.1228
C 25.35955 1.47956 -2.86825 -0.1341
H 25.03735 0.29859 -4.61520 0.1197
H 22.68006 0.95758 -4.57805 0.1062
H 22.32352 2.48206 -2.30389 0.0921
H 24.59724 2.67202 -1.16115 0.0954
H 26.40945 1.26060 -2.74108 0.1034
N 20.99417 -4.53924 -4.27920 0.0464
C 21.52134 -4.78800 -5.54202 -0.1514
C 20.55744 -4.66735 -6.48990 -0.1244
C 19.35394 -4.37891 -5.80875 -0.1135
C 19.64809 -4.28002 -4.45794 -0.1348
H 21.50034 -4.46265 -3.40856 0.0796
H 22.55352 -5.10537 -5.55847 0.0880
H 20.64648 -4.87776 -7.54545 0.0955
H 18.42953 -4.18778 -6.33346 0.0945
H 19.04765 -4.16616 -3.56748 0.1049
N 29.37914 -0.86985 -2.60855 0.0391
C 29.82996 0.46577 -2.73429 -0.1189
C 29.73478 0.82000 -4.03408 -0.1566
C 29.20211 -0.19106 -4.75247 -0.1309
C 28.85921 -1.18481 -3.83850 -0.1458
H 29.19461 -1.27666 -1.70270 0.1082
H 30.23471 0.94327 -1.85419 0.1023
H 30.06476 1.73417 -4.50505 0.0973
H 29.08470 -0.14699 -5.82516 0.0708
H 28.43947 -2.17130 -3.96920 0.0926
N 25.53349 -6.03679 -9.48427 0.0257
C 24.56967 -6.96866 -9.13449 -0.1045
C 24.07471 -6.60015 -7.83573 -0.0759
C 24.61051 -5.33292 -7.60118 -0.1527
C 25.56880 -5.11492 -8.51169 -0.1895
H 26.09728 -6.01317 -10.32195 0.1561
H 24.40516 -7.83955 -9.75166 0.0971
H 23.36271 -7.04725 -7.15783 0.0933
H 24.34239 -4.70568 -6.76388 0.0774
H 26.29011 -4.33673 -8.71301 0.0950
N 21.21008 -2.17399 -1.48399 0.0534
C 21.06246 -3.47626 -1.06046 -0.1450
C 22.17456 -4.22116 -1.36859 -0.1238
C 23.01845 -3.33030 -2.02855 -0.1597
C 22.44848 -2.10143 -2.09436 -0.1235
H 20.53773 -1.43647 -1.32862 0.1525
H 20.11566 -3.77789 -0.63740 0.1112
H 22.34415 -5.26332 -1.14153 0.1054
H 23.96021 -3.42795 -2.54812 0.0757
H 22.85704 -1.19342 -2.51267 0.1013
N 25.19503 -2.24127 -11.52669 0.0599
C 25.79887 -2.18225 -10.28630 -0.1546
C 27.10416 -1.78155 -10.47465 -0.1474
C 27.32200 -1.49113 -11.79530 -0.1204
C 26.13018 -1.80390 -12.40161 -0.1617
H 24.25557 -2.53196 -11.75692 0.0954
H 25.20179 -2.49544 -9.44261 0.0833
H 27.81950 -1.63528 -9.67885 0.0724
H 28.23749 -1.07743 -12.19168 0.1003
H 25.93490 -1.68160 -13.45675 0.1067
N 22.85480 -4.09549 -9.94088 0.0570
C 22.36802 -2.86240 -9.60917 -0.1375
C 21.86477 -2.25112 -10.72087 -0.1246
C 22.07618 -3.09928 -11.80796 -0.1353
C 22.66127 -4.25560 -11.30697 -0.1327
H 23.27751 -4.76834 -9.31742 0.0848
H 22.42387 -2.60479 -8.56184 0.1028
H 21.49377 -1.23714 -10.69641 0.0779
H 21.78784 -2.96541 -12.84012 0.0983
H 23.09032 -5.05680 -11.89041 0.1055
N 26.08406 -1.99377 -6.00825 0.0349
C 25.22965 -2.52834 -5.07398 -0.1166
C 23.92794 -2.16867 -5.46281 -0.1155
C 24.06893 -1.23805 -6.47405 -0.1229
C 25.39541 -1.26313 -6.85320 -0.1767
H 27.05317 -2.26656 -6.08902 0.0760
H 25.58008 -3.12531 -4.24499 0.0954
H 23.02530 -2.48297 -4.95998 0.0751
H 23.22251 -0.76070 -6.94532 0.0671
H 25.88925 -0.86098 -7.72544 0.0901
N 27.78089 4.09930 -7.32740 0.0082
C 26.95709 2.95037 -7.26869 -0.1212
C 27.77048 1.86644 -7.31250 -0.1365
C 29.13749 2.32014 -7.39656 -0.0910
C 29.06974 3.73114 -7.39090 -0.1427
H 27.39562 5.03007 -7.40045 0.1466
H 25.88752 2.96352 -7.41786 0.0990
H 27.44469 0.83675 -7.31279 0.0698
H 29.97045 1.63872 -7.48730 0.0854
H 29.82981 4.49493 -7.46378 0.1053
N 27.30288 -3.02558 0.29942 -0.0041
C 27.87497 -1.87726 0.68110 -0.1892
C 27.41512 -0.80888 -0.05504 -0.1006
C 26.51416 -1.41870 -1.02446 -0.1028
C 26.47182 -2.80482 -0.83219 -0.0878
H 27.46413 -3.89794 0.78220 0.1443
H 28.66579 -1.98119 1.40925 0.1115
H 27.66832 0.22513 0.12692 0.0944
H 25.95650 -0.92460 -1.80630 0.0664
H 25.95004 -3.60547 -1.33527 0.0847

=====

no.,M (g/mol),DFT total energy (hartree)
1,1032.97,-6663.631981
2,878.23,-2735.728946